This record from the OMol25 dataset describes a 3-piece molecular cluster, C26H56F2N3O13P3 overall. The level of theory is ωB97M-V with the def2-TZVPD basis set.

As for the multiplicity: 1. The calculation puts the HOMO energy at -8.54 eV. As for the lowest unoccupied orbital energy: 0.01341 Eh. As for the structure (SMILES): CCCOC[C@@](CCCCO)(CCOC(C)=O)O[C@](CP(=O)(O)O)(P(O)O)[C@@](O)(CCF)N(F)P(C)C.CNC(C)=O.CNC(C)=O. The value obtained for the HOMO-LUMO gap is 8.910 eV.

Geometry as XYZ:
```
103
C26H56F2N3O13P3, DFT ωB97M-V with the def2-TZVPD basis set
C -1.7501 5.5959 5.3049
C -0.8929 5.5496 4.0304
C -0.0845 4.2725 3.8763
O -0.8862 3.2841 3.2506
C -0.1787 2.2258 2.6315
C -0.9172 1.7441 1.3494
C -2.4315 1.9837 1.4469
C -3.2507 1.0975 2.4057
C -2.6143 0.6750 3.7274
C -3.5714 -0.0955 4.6229
O -4.2590 -1.1421 3.9376
C -0.3928 2.4562 0.0944
C -0.2946 3.9697 0.2221
O 1.0501 4.3148 0.6187
C 1.2948 5.6202 0.7951
C 2.7153 5.8481 1.2232
O 0.4617 6.4640 0.6443
O -0.8102 0.2991 1.2540
C 0.2770 -0.4569 0.7478
C 0.1073 -1.8307 1.4178
P -1.4091 -2.7902 1.3234
O -1.3378 -4.0040 0.4796
O -2.5974 -1.8029 0.9575
O -1.7111 -3.1649 2.8670
P 2.0109 0.2403 1.2788
O 1.8656 -0.1675 2.8793
O 2.9260 -1.0550 0.7640
C 0.3382 -0.5387 -0.8517
O 1.4358 0.2618 -1.2752
C 0.5692 -1.9727 -1.3535
C 0.8003 -2.0361 -2.8605
F -0.0148 -3.0185 -3.4351
N -0.8948 0.1237 -1.3941
F -0.5423 1.0107 -2.4495
P -2.3470 -0.7825 -1.7666
C -3.5929 0.4916 -1.3325
C -2.4787 -0.6426 -3.5876
H -2.7742 5.9027 5.0881
H -1.7962 4.6114 5.7761
H -1.3614 6.2989 6.0437
H -0.2199 6.4077 3.9762
H -1.5393 5.6124 3.1511
H 0.2352 3.8996 4.8622
H 0.8250 4.4365 3.2873
H -0.0684 1.3805 3.3094
H 0.8301 2.5757 2.3807
H -2.6099 3.0389 1.6521
H -2.8075 1.7858 0.4382
H -4.1744 1.6405 2.6439
H -3.5631 0.2000 1.8767
H -1.7409 0.0470 3.5387
H -2.2900 1.5687 4.2704
H -4.3339 0.5663 5.0442
H -3.0099 -0.5189 5.4635
H -3.7334 -1.9456 4.0154
H 0.5928 2.0893 -0.1957
H -1.0577 2.2261 -0.7383
H -0.9818 4.3885 0.9583
H -0.4994 4.4556 -0.7329
H 2.8209 5.5666 2.2733
H 3.3947 5.2249 0.6439
H 2.9587 6.9014 1.1066
H 0.9049 -2.5201 1.1357
H 0.2248 -1.6640 2.4868
H -3.3035 -2.3091 0.5238
H -1.6415 -4.1256 2.9727
H 2.7089 -0.4747 3.2380
H 3.7577 -0.7349 0.3903
H 2.1434 -0.3189 -1.5781
H -0.2517 -2.6419 -1.0920
H 1.4560 -2.3489 -0.8381
H 0.5974 -1.0865 -3.3572
H 1.8312 -2.2990 -3.0987
H -3.1744 1.4989 -1.3505
H -4.3996 0.4499 -2.0679
H -4.0081 0.2939 -0.3427
H -3.4916 -0.9694 -3.8363
H -1.7796 -1.3152 -4.0782
H -2.3302 0.3718 -3.9526
C 0.7503 -5.9124 -1.1987
N 1.2490 -5.2551 -0.0113
C 2.5084 -5.2162 0.4762
C 3.5807 -5.9702 -0.2807
O 2.7700 -4.5824 1.4911
H 0.3125 -5.1898 -1.8899
H -0.0220 -6.6401 -0.9460
H 1.5597 -6.4310 -1.7056
H 0.5776 -4.7353 0.5385
H 4.5203 -5.8278 0.2444
H 3.3533 -7.0357 -0.3307
H 3.6777 -5.5987 -1.3019
C 3.5205 -1.4332 -8.4333
N 3.5805 -0.9553 -7.0691
C 3.0225 -1.5081 -5.9626
C 2.2353 -2.7883 -6.1332
O 3.1592 -0.9872 -4.8656
H 4.5174 -1.6458 -8.8228
H 3.0455 -0.7017 -9.0890
H 2.9403 -2.3496 -8.4763
H 4.0899 -0.1051 -6.8836
H 1.8692 -3.0753 -5.1539
H 1.3870 -2.6591 -6.8058
H 2.8627 -3.5911 -6.5230
```